# 1
23
Properties=species:S:1:pos:R:3:lowdin_charge:R:1 method="wB97M-V/def2-TZVPD" homo_ev=-7.329 lumo_ev=0.18 de_lowest_ev=1.994 total_charge=0
S 4.08 -0.49 1.16 0.5207
S 2.01 1.82 0.87 0.9311
S -2.12 2.52 -1.04 0.7477
O -0.23 -0.70 -1.14 0.1333
N 1.52 -0.74 0.11 -0.1115
C -3.25 2.14 0.41 -0.4112
C 0.54 1.31 0.04 -0.5695
C 2.48 -0.14 0.76 -0.9145
C 0.54 -3.19 -0.15 -0.0926
C 0.46 -0.02 -0.41 -0.4497
C -0.39 2.43 -0.11 -0.4844
C 1.58 -2.16 -0.26 -0.2093
H -3.68 1.17 0.71 0.0356
H -4.16 2.84 0.30 0.0507
H 1.94 -2.05 -1.29 0.1423
H 0.72 -4.01 -0.85 0.0885
H 0.26 -3.67 0.88 0.1235
H -1.20 -0.49 -1.38 0.2033
H -2.74 2.62 1.20 -0.0137
H -0.61 2.82 0.93 0.0800
H -0.36 -2.76 -0.55 0.0496
H 0.13 3.26 -0.54 0.0422
H 2.47 -2.52 0.36 0.1077

***

# 2
14
Properties=species:S:1:pos:R:3:lowdin_charge:R:1 method="wB97M-V/def2-TZVPD" homo_ev="-6.410 / -9.374" lumo_ev="0.15 / -2.92" de_lowest_ev=1.706 spin_multiplicity=3 total_charge=0
O 0.51 2.47 0.32 0.0559
O -3.31 0.06 -0.12 -0.0056
O 1.55 -0.57 -0.40 -0.0459
N -1.49 -1.23 0.09 0.1355
N 0.10 1.17 0.09 -0.0527
C -2.06 -0.05 -0.13 -0.5619
C 2.51 -1.25 -0.14 -0.0893
C -1.16 1.14 -0.03 -0.0649
H -1.70 2.10 0.09 0.1310
H -0.44 -1.18 -0.12 0.0972
H -2.07 -1.96 -0.31 0.1071
H 1.50 2.29 0.36 0.1490
H 3.41 -0.73 0.09 0.0595
H 2.66 -2.26 0.23 0.0852

***

# 3
19
Properties=species:S:1:pos:R:3:lowdin_charge:R:1 method="wB97M-V/def2-TZVPD" homo_ev=-9.322 lumo_ev=-0.38 de_lowest_ev=5.877 total_charge=0
O 4.67 -0.53 -0.27 0.0686
O 3.22 1.28 -0.14 0.0447
N 1.85 1.45 0.36 0.1647
C -0.21 0.30 0.30 -0.1313
C 3.50 -0.07 -0.08 -0.4496
C 1.25 0.41 0.43 -0.3050
C -1.21 1.44 -0.14 0.0284
C -2.58 1.14 -0.16 -0.1878
C -3.10 -0.09 -0.18 -0.1041
C -0.74 -0.98 0.21 -0.0889
C 2.24 -0.74 0.00 -0.0280
C -2.15 -1.16 -0.02 -0.0675
H 2.33 -1.32 1.02 0.1783
H -4.19 -0.34 -0.24 0.1239
H -3.29 1.93 0.01 0.1015
H -0.07 -1.86 0.53 0.1323
H -0.91 2.69 -0.39 0.1861
H 1.73 -1.24 -0.99 0.2027
H -2.33 -2.31 -0.26 0.1311

***

# 4
27
Properties=species:S:1:pos:R:3:lowdin_charge:R:1 method="wB97M-V/def2-TZVPD" homo_ev=-8.327 lumo_ev=0.28 de_lowest_ev=3.364 total_charge=0
Cl -3.03 1.54 -0.93 0.2790
Si -3.75 0.09 0.32 0.2711
C -4.83 0.55 1.67 -0.2775
C 0.31 1.87 1.00 -0.0667
C 2.59 1.83 0.08 -0.0631
C 2.23 -2.27 -0.96 -0.0721
C 1.23 -0.17 -0.04 -0.0010
C 3.61 1.25 -0.64 -0.0558
C 3.56 -0.15 -0.94 -0.0397
C 2.37 -0.81 -0.68 -0.2791
C -3.37 -1.74 -0.24 -0.2196
C 1.42 1.11 0.37 -0.3023
H -0.32 1.24 1.67 0.0910
H -2.38 -2.17 -0.09 0.0125
H -5.37 -0.29 2.11 -0.0526
H -3.78 -1.73 -1.30 0.0522
H -0.42 2.22 0.32 0.0304
H 1.42 -2.70 -0.43 0.0495
H 2.31 -2.34 -2.08 0.1004
H 4.40 -0.56 -1.41 0.0876
H -5.35 1.56 1.56 -0.0117
H -3.91 -2.32 0.41 -0.0234
H 0.27 -0.73 -0.12 0.1217
H 2.45 2.84 0.28 0.0848
H 0.73 2.75 1.53 0.0880
H 3.18 -2.84 -0.67 0.1017
H 4.42 1.95 -0.78 0.0945

***

# 5
56
Properties=species:S:1:pos:R:3:lowdin_charge:R:1 method="wB97M-V/def2-TZVPD" homo_ev="-3.783 / -4.004" lumo_ev="2.97 / 1.69" spin_multiplicity=6 total_charge=-1
Ru 0.24 -0.18 -0.11 1.1122
S 2.77 -3.30 0.24 -0.0976
S 3.94 -1.77 -0.70 -0.0807
S 2.90 -0.11 -0.76 0.0230
S 1.27 -2.45 1.18 0.0217
O 0.06 -0.36 -2.42 -0.2114
O -0.13 0.09 2.14 -0.2423
N -1.42 -1.62 -0.54 -0.1183
N -1.93 1.39 -0.25 -0.2422
N 0.86 1.91 0.32 -0.1363
C 1.13 -0.19 4.11 -0.0412
C -3.46 -0.57 0.30 -0.1613
C 0.42 -1.55 -2.78 -0.4246
C 1.20 -4.13 -3.70 -0.1313
C 2.08 0.26 4.98 -0.1069
C 0.25 -4.00 -2.71 -0.0809
C 1.39 -1.73 -3.81 -0.0440
C 1.77 -2.97 -4.24 -0.1098
C -3.06 0.56 -0.65 -0.2306
C -1.10 -2.70 -1.16 -0.1516
C -2.20 2.06 1.02 -0.0896
C 2.84 1.40 4.69 -0.1326
C 0.85 0.48 2.88 -0.4126
C -0.16 -2.75 -2.24 -0.1786
C 1.69 1.60 2.56 -0.1562
C -0.51 3.32 -1.13 -0.1713
C 2.65 2.04 3.49 -0.0750
C 1.62 2.26 1.29 -0.1450
C -2.37 -1.63 0.54 -0.2285
C -1.67 2.34 -1.34 -0.2140
C 0.85 2.67 -0.92 -0.2529
H -4.34 -1.05 -0.16 0.1042
H 2.32 3.10 1.14 0.1248
H -2.26 1.32 1.81 0.0733
H -0.19 -4.89 -2.27 0.1038
H 1.64 3.44 -0.93 0.1114
H -1.38 2.72 1.27 0.0700
H -2.84 -2.62 0.67 0.1097
H 1.52 -5.11 -4.03 0.0840
H 2.53 -3.06 -5.01 0.0933
H -3.95 1.19 -0.81 0.1156
H -0.45 3.94 -2.03 0.1094
H -0.72 3.99 -0.29 0.1004
H 0.55 -1.08 4.32 0.1033
H 1.04 1.97 -1.74 0.0843
H -3.79 -0.17 1.27 0.0979
H -1.83 -1.40 1.46 0.0874
H -3.14 2.65 0.97 0.0928
H 2.26 -0.29 5.90 0.0929
H -1.57 -3.65 -0.87 0.1245
H 1.84 -0.83 -4.22 0.1048
H -2.80 0.11 -1.61 0.1128
H 3.59 1.76 5.39 0.0830
H -1.45 1.74 -2.23 0.1100
H -2.58 2.93 -1.54 0.1159
H 3.24 2.91 3.24 0.1008

***

# 6
24
Properties=species:S:1:pos:R:3:lowdin_charge:R:1 method="wB97M-V/def2-TZVPD" homo_ev=-9.052 lumo_ev=-0.10 de_lowest_ev=6.003 total_charge=0
O 0.80 -2.90 -1.35 0.1191
O -0.78 -1.77 -0.24 0.0625
O 1.11 4.57 0.76 -0.0003
N 0.45 4.05 -0.11 -0.0125
N -1.22 1.82 -1.87 0.2042
N 0.12 2.77 0.07 -0.0864
C -0.61 1.23 1.60 -0.0452
C 1.70 0.93 0.46 -0.0926
C -0.88 -0.04 1.31 0.0164
C -0.30 -2.86 -0.88 -0.4945
C -1.30 -3.93 -1.29 0.0445
C 1.08 -0.22 -0.25 0.0055
C -0.07 -0.73 0.26 -0.2333
C -0.58 2.16 -0.97 -0.2156
C 0.61 1.87 1.08 -0.2590
H -1.80 -0.67 1.52 0.1485
H -2.04 -4.03 -0.54 0.0668
H 2.46 1.64 -0.04 0.1553
H 1.60 -0.59 -1.02 0.0765
H -1.73 -3.43 -2.25 0.1461
H -0.79 -4.80 -1.33 0.0386
H 2.40 0.62 1.17 0.0912
H 1.17 2.62 1.66 0.1428
H -1.38 1.68 2.23 0.1213

***

# 7
8
Properties=species:S:1:pos:R:3:lowdin_charge:R:1 method="wB97M-V/def2-TZVPD" homo_ev="-26.761 / -26.760" lumo_ev="-21.11 / -21.11" total_charge=+3
In -1.48 -1.36 -1.83 2.1719
O 0.95 1.26 -0.44 0.3104
O -0.51 0.76 1.28 0.3287
O -1.35 -0.36 1.01 0.1422
C 0.32 0.35 0.23 -0.2911
C -0.59 -0.76 -0.05 -0.2242
H 1.91 1.14 -0.43 0.2201
H 0.76 -1.03 0.23 0.3421

***

# 8
19
Properties=species:S:1:pos:R:3:lowdin_charge:R:1 method="wB97M-V/def2-TZVPD" homo_ev=-9.081 lumo_ev=0.61 de_lowest_ev=0.234 total_charge=0
S -0.03 -0.56 -0.27 0.5266
S 1.85 0.04 0.47 0.4682
O -0.17 -2.54 2.46 -0.0775
C 2.46 1.08 -0.89 -0.4702
C -2.40 0.79 -0.42 -0.3181
C -2.26 1.10 -1.93 -0.1344
C -1.00 0.84 0.27 -0.5839
H 1.74 1.87 -1.08 0.0200
H 0.17 -2.60 1.57 -0.0268
H 2.62 0.51 -1.80 0.0291
H -1.79 0.28 -2.47 0.0546
H 3.38 1.49 -0.48 0.0265
H -3.11 1.47 0.03 0.1005
H -1.79 2.06 -2.12 0.0720
H -1.10 0.96 1.35 0.0741
H -0.60 1.79 -0.10 0.0627
H -3.28 1.21 -2.32 0.0692
H -1.05 -2.20 2.30 0.0166
H -2.80 -0.23 -0.36 0.0908

***

# 9
63
Properties=species:S:1:pos:R:3:lowdin_charge:R:1 method="wB97M-V/def2-TZVPD" homo_ev=-6.832 lumo_ev=0.70 total_charge=0
Pd -10.89 -2.49 -11.36 0.1863
P -9.96 -3.77 -9.72 0.9400
O -11.33 -3.81 -15.62 -0.1815
N -14.18 -3.56 -12.06 -0.0061
N -11.58 -1.25 -12.97 -0.0736
C -11.10 -4.88 -14.64 -0.1922
C -11.19 -5.86 -11.01 -0.1073
C -8.99 -4.42 -15.65 -0.1641
C -12.17 -3.38 -5.62 -0.0723
C -10.12 -5.56 -10.12 -0.3741
C -12.06 -4.60 -6.27 -0.0970
C -9.72 -7.97 -9.83 -0.0698
C -13.60 -2.27 -13.98 -0.1965
C -8.12 -3.61 -9.42 -0.2995
C -9.47 -6.61 -9.51 -0.0926
C -5.88 -3.02 -10.21 -0.0997
C -11.40 -4.81 -7.50 -0.0920
C -9.61 -4.99 -14.42 -0.2054
C -7.49 -4.17 -8.27 -0.1039
C -5.33 -3.53 -9.09 -0.1033
C -6.13 -4.19 -8.14 -0.0835
C -10.61 -3.81 -7.99 -0.3442
C -7.26 -3.08 -10.44 -0.0750
C -11.42 -2.34 -6.20 -0.0932
C -11.27 -7.18 -11.48 -0.0842
C -10.53 -8.24 -10.93 -0.0862
C -12.99 -1.04 -13.38 -0.2439
C -10.07 -3.37 -16.16 -0.1823
C -14.71 -2.98 -13.26 -0.3134
C -10.62 -2.53 -7.29 -0.0789
H -15.57 -2.34 -13.05 0.1036
H -8.86 -5.24 -16.43 0.1255
H -11.82 -5.05 -11.38 0.0459
H -10.25 -3.16 -17.28 0.1350
H -10.61 -9.26 -11.26 0.0994
H -4.28 -3.65 -8.87 0.1048
H -14.90 -3.72 -11.34 0.0851
H -10.04 -1.80 -7.74 0.0708
H -15.15 -3.79 -13.88 0.1157
H -11.59 -5.77 -8.01 0.1130
H -9.76 -2.40 -15.74 0.0937
H -12.63 -5.39 -5.77 0.1018
H -8.85 -6.36 -8.66 0.0924
H -9.27 -6.02 -14.25 0.1170
H -11.36 -1.44 -5.67 0.0830
H -9.29 -4.41 -13.53 0.0994
H -11.09 -1.65 -13.73 0.0422
H -11.56 -5.88 -14.98 0.1350
H -12.78 -3.01 -14.01 0.0774
H -13.48 -2.91 -11.71 0.0097
H -8.07 -4.53 -7.51 0.0695
H -11.99 -7.47 -12.27 0.1077
H -11.15 -0.40 -12.82 0.0369
H -13.43 -0.58 -12.48 0.1178
H -13.08 -0.19 -14.02 0.0952
H -11.69 -4.70 -13.72 0.0774
H -5.63 -4.52 -7.26 0.0997
H -5.23 -2.57 -10.95 0.1018
H -9.21 -8.64 -9.23 0.0780
H -12.81 -3.39 -4.74 0.1025
H -13.81 -2.04 -15.00 0.1080
H -7.78 -2.64 -11.23 0.0457
H -8.03 -3.95 -15.47 0.0988

***

# 10
57
Properties=species:S:1:pos:R:3:lowdin_charge:R:1 method="wB97M-V/def2-TZVPD" homo_ev=-22.086 lumo_ev=-13.65 de_lowest_ev=0.565 total_charge=+4
Ti -0.20 -0.29 0.34 0.9410
S -0.66 -2.93 0.06 0.7614
S -2.65 -1.99 1.58 0.7871
P 0.89 0.22 2.60 0.8886
P -0.93 2.12 0.88 0.8519
P 1.31 0.47 -2.50 0.5315
F -4.12 -1.71 -0.52 0.1791
F -1.09 -5.24 -1.06 0.2505
F -4.87 -0.73 1.27 0.2138
F 0.87 -4.39 -1.40 0.1915
F -5.03 -2.89 1.06 0.2574
F 0.39 -5.25 0.53 0.2576
O -2.72 -2.09 2.98 -0.1487
O -1.93 -0.72 1.11 -0.4765
O 0.38 1.50 -3.01 -0.2777
O 1.14 0.02 -1.02 -0.4196
O -0.81 -1.96 -1.07 -0.3720
O 0.39 -2.27 0.91 -0.3734
N -0.28 -1.20 -4.01 0.1875
N -1.96 -3.21 0.83 -0.2357
N 3.06 2.37 -3.46 0.1875
C -0.07 -4.65 -0.52 -0.6738
C -1.16 2.15 2.68 -0.3399
C 1.15 -1.05 -3.56 -0.1481
C 3.06 1.03 -2.76 -0.1338
C 0.22 3.42 0.39 -0.1896
C 0.69 -1.18 3.72 -0.1813
C 2.66 0.51 2.40 -0.1902
C -4.34 -1.83 0.78 -0.6772
C -2.50 2.45 0.06 -0.1777
C 0.12 1.69 3.38 -0.3209
H -2.36 2.51 -1.02 0.0710
H -3.24 1.69 0.31 0.0556
H -0.87 -1.54 -3.25 0.1395
H 0.31 3.42 -0.70 0.0498
H 1.18 -2.06 3.32 0.0694
H -1.44 3.16 3.00 0.1264
H 3.14 -0.39 2.00 0.0740
H -2.88 3.42 0.40 0.0935
H -0.37 -1.39 3.89 0.0589
H 1.75 -0.91 -4.46 0.1266
H -0.66 -0.29 -4.33 0.1698
H 1.15 -0.91 4.67 0.0953
H -0.09 1.43 4.43 0.1195
H 3.62 1.12 -1.83 0.1218
H 2.85 1.36 1.74 0.0516
H 1.20 3.29 0.85 0.0534
H 2.22 2.49 -4.03 0.1603
H 0.88 2.48 3.41 0.1082
H 3.59 0.32 -3.39 0.1236
H -0.18 4.39 0.71 0.0904
H 3.89 2.48 -4.07 0.1950
H -0.35 -1.86 -4.79 0.1963
H 3.09 0.72 3.38 0.0913
H 3.08 3.16 -2.80 0.1835
H 1.47 -1.96 -3.06 0.1195
H -2.00 1.49 2.91 0.1054

***

# 11
67
Properties=species:S:1:pos:R:3:lowdin_charge:R:1 method="wB97M-V/def2-TZVPD" homo_ev="-13.336 / -13.338" lumo_ev="-6.23 / -6.10" de_lowest_ev=0.181 spin_multiplicity=7 total_charge=+2
Tb 0.40 -0.65 0.20 1.3731
I 0.97 -0.80 -3.00 1.1419
Br -0.61 1.11 -5.44 0.7797
S 1.71 -0.87 2.52 0.6088
N 0.37 1.54 2.74 0.0044
N 2.46 0.55 -0.46 -0.1704
N -1.47 0.68 -0.75 -0.0442
N -0.14 1.27 1.50 -0.1240
N 1.26 0.68 4.61 -0.0083
C -0.27 -3.55 2.23 -0.0538
C -1.13 -2.74 -3.90 -0.1497
C -1.24 -0.62 -5.06 -0.7524
C 3.68 0.11 -0.14 -0.1480
C -2.19 2.94 -1.01 0.0263
C -1.21 -3.08 1.32 -0.3130
C 2.33 1.79 -0.95 -0.1726
C -2.21 -3.20 -4.64 -0.0510
C -0.65 -1.45 -4.10 -0.7224
C 0.97 -4.00 1.81 -0.0784
C 1.32 -3.98 0.46 -0.0648
C 4.67 2.19 -0.76 -0.0094
C -1.45 1.97 -0.35 -0.2310
C -2.81 -2.37 -5.58 -0.0437
C 1.76 2.95 5.47 -0.0770
C -3.01 2.56 -2.06 0.0029
C 3.41 2.65 -1.10 -0.0173
C -2.26 0.33 -1.77 -0.1398
C 1.06 0.57 3.30 -0.7687
C -2.32 -1.09 -5.79 -0.1095
C 0.37 -3.56 -0.47 -0.1720
C -0.67 2.28 0.88 -0.2744
C 4.81 0.89 -0.28 -0.0130
C -0.63 3.69 1.38 -0.0003
C -3.06 1.23 -2.44 -0.0240
C 0.80 1.78 5.45 -0.2244
C -2.58 -2.64 1.77 -0.0168
C -0.88 -3.10 -0.04 -0.1784
H 1.69 -4.35 2.54 0.1287
H 1.94 3.32 4.46 0.0660
H -0.65 -3.40 -3.19 0.0799
H 2.28 -4.34 0.13 0.1261
H 1.35 3.77 6.06 0.0818
H -2.58 -4.20 -4.49 0.1205
H -0.20 4.33 0.61 0.1012
H -3.22 -3.51 1.91 0.1065
H 3.76 -0.89 0.27 0.1011
H 1.91 0.01 5.01 0.1251
H 1.34 2.11 -1.24 0.0997
H -1.64 -2.85 -0.78 0.1151
H 5.54 2.83 -0.87 0.1286
H -3.61 3.30 -2.58 0.1316
H -3.06 -1.99 1.04 0.0809
H -2.15 3.97 -0.68 0.1221
H -3.65 -2.72 -6.16 0.1232
H 0.59 -3.62 -1.53 0.0716
H -2.24 -0.72 -2.06 0.0991
H 0.65 1.37 6.44 0.1225
H -3.69 0.89 -3.25 0.1248
H 5.78 0.49 -0.01 0.1259
H -0.18 2.09 5.07 0.1096
H -2.77 -0.45 -6.55 0.1125
H -2.53 -2.11 2.73 0.0948
H 3.25 3.65 -1.48 0.1236
H 2.72 2.67 5.91 0.0784
H -1.64 4.05 1.58 0.1056
H -0.51 -3.56 3.29 0.1367
H -0.04 3.76 2.29 0.0721

***

# 12
24
Properties=species:S:1:pos:R:3:lowdin_charge:R:1 method="wB97M-V/def2-TZVPD" homo_ev=-6.330 lumo_ev=0.56 de_lowest_ev=4.246 total_charge=0
N -0.74 0.18 -2.32 -0.0101
N -1.50 -1.03 1.05 0.1527
N -0.09 0.97 0.62 -0.1766
C 0.11 -0.50 -1.64 -0.3616
C -0.36 -0.56 0.79 -0.4529
C 0.81 -1.70 -2.22 -0.1434
C -1.31 1.75 0.26 -0.0424
C 0.63 1.58 1.77 -0.0142
C 0.89 -1.32 1.15 -0.0642
H 1.58 1.08 1.92 0.0846
H -1.01 2.77 0.04 0.0972
H 1.03 -1.32 2.23 0.0841
H 0.02 1.50 2.66 0.1045
H -2.28 -0.41 0.85 0.0438
H 0.53 -2.60 -1.66 0.0551
H -2.01 1.75 1.09 0.0935
H 0.77 -2.34 0.82 0.0818
H 0.46 0.84 -0.27 0.1108
H -0.86 -0.17 -3.29 0.0164
H 1.78 -0.91 0.67 0.0762
H 1.90 -1.61 -2.13 0.0553
H -1.72 1.31 -0.65 0.0614
H 0.56 -1.87 -3.28 0.0536
H 0.82 2.64 1.55 0.0945

***

# 13
14
Properties=species:S:1:pos:R:3:lowdin_charge:R:1 method="wB97M-V/def2-TZVPD" homo_ev=-9.145 lumo_ev=0.81 de_lowest_ev=4.698 total_charge=0
O -1.53 1.47 -0.09 -0.0136
O 0.54 1.30 0.73 -0.1000
C 0.40 -0.02 0.02 -0.5651
C 1.37 -0.34 -1.01 -0.0284
C -0.42 -1.01 0.79 0.0088
C -1.10 0.12 -0.18 -0.2582
H 0.95 -1.36 -1.37 0.1280
H -1.50 -0.46 -0.98 0.1162
H 1.30 0.67 -1.59 0.1301
H -2.39 1.38 0.35 0.0992
H -0.63 -0.55 1.86 0.1431
H 2.40 -0.25 -0.63 0.0782
H 1.06 1.08 1.65 0.1769
H -0.44 -2.02 0.47 0.0849

***

# 14
43
Properties=species:S:1:pos:R:3:lowdin_charge:R:1 method="wB97M-V/def2-TZVPD" homo_ev="-3.831 / -3.102" lumo_ev="3.72 / 3.72" de_lowest_ev=0.000 spin_multiplicity=5 total_charge=-2
I -1.68 -3.39 -1.28 0.8930
I -1.24 -2.08 -4.57 0.6640
Br 6.23 -3.75 -2.55 0.6793
As 0.88 0.81 2.46 0.8928
Fe -0.28 -0.51 -0.25 0.7537
Cl -1.93 2.07 -0.99 0.6979
S -2.09 -1.10 1.81 0.4390
O -0.69 -1.52 1.82 -0.3794
O -2.41 -0.70 0.42 -0.4330
O 1.31 2.53 2.23 -0.2768
O 1.20 0.20 0.91 -0.4955
O -3.03 -2.03 2.39 -0.3154
O 1.30 -1.98 -0.97 -0.0893
O -1.78 0.92 -1.89 -0.3988
O -1.55 3.28 -1.67 -0.3403
O 1.72 0.25 3.74 -0.4922
O 0.90 -0.10 -2.07 -0.0510
O -3.28 2.16 -0.51 -0.3328
O -1.01 1.83 0.14 -0.3941
N 4.61 -0.22 -3.92 0.0606
C -2.41 -2.11 -2.80 -1.1465
C -2.13 0.37 2.78 -0.2614
C -3.38 0.78 3.25 -0.0646
C -0.99 1.14 3.02 -0.2113
C 5.03 -2.29 -2.82 -0.6668
C 5.40 -1.27 -3.67 -0.2206
C 3.81 -2.26 -2.19 -0.0411
C -2.37 2.71 4.24 -0.0922
C 1.63 -1.08 -1.78 -0.6587
C -3.50 1.95 3.97 -0.0940
C 2.98 -1.18 -2.44 -0.0882
C 3.43 -0.19 -3.31 -0.0666
C -1.13 2.30 3.77 -0.0933
H 2.78 0.65 -3.52 0.1212
H -4.47 2.27 4.33 0.0925
H 3.47 -3.03 -1.50 0.1203
H -3.40 -2.46 -3.08 -0.0512
H -4.24 0.16 3.03 0.1104
H -2.44 -1.10 -2.40 -0.0689
H 1.09 2.72 1.31 0.0237
H -2.46 3.63 4.80 0.0922
H -0.26 2.91 3.96 0.0946
H 6.37 -1.29 -4.17 0.0889

***

Asked for DFT total energy across the records above, the calculation gives -43477.306; -12323.559; -15026.434; -31012.012; -76672.359; -20086.363; -13373.080; -28060.632; -44254.831; -116466.958; -148375.954; -10931.664; -8368.584; -244528.312 eV in order.